# 1
Here is C5H6MnO4 as an isolated structure from the Open Molecules 2025 dataset. Energies are from the ωB97M-V functional and the def2-TZVPD basis.

Calculated values
2S+1: 6
HOMO-LUMO gap (alpha / beta), eV: 9.5 / 10.2
Calculated total energy, eV: -44773.8704
Net charge: +2
ΔE to the lowest compared entry with this formula, charge and spin, kJ/mol: 0.0

Last column: Mulliken spin population.
Positions of all 16 atoms, in Å:
O1 -2.2679 1.9084 -0.9798  0.096
C1 -1.0477 1.9084 -0.6396  -0.009
O2 -0.5005 2.9853 -0.2639  0.096
O3 -0.3206 0.8160 -0.6864  -0.010
C2 0.6017 0.5680 0.3819  0.002
C3 1.2579 -0.7688 0.1283  0.001
Mn1 -2.2277 3.7824 -0.5422  4.824
H1 0.0695 0.6140 1.3409  0.001
H2 1.3705 1.3502 0.3875  -0.002
H3 2.0066 -0.6467 -0.6644  0.000
H4 0.8962 -2.8619 -0.5233  0.000
C4 -0.5291 -2.2196 0.8495  0.000
C5 0.3461 -1.9331 -0.2953  0.000
O4 -1.1782 -2.5495 1.6951  0.000
H5 1.8644 -1.2784 0.9310  0.000
H6 -0.3412 -1.6747 -1.1194  0.000



# 2
Here is C5H6N as an isolated structure from the Open Molecules 2025 dataset. Energies are from the ωB97M-V functional and the def2-TZVPD basis.

Calculated values
2S+1: 1
HOMO-LUMO gap (alpha / beta), eV: 8.8 / 8.8
Calculated total energy, eV: -6758.1188
Net charge: +1
ΔE to the lowest compared entry with this formula, charge and spin, kJ/mol: 681.1

Last column: Löwdin charge in e.
Positions of all 12 atoms, in Å:
C1 -2.1966 0.4108 -0.4124  0.067
C2 -1.9311 -0.8056 -0.1320  0.105
C3 -1.0155 1.1484 0.0600  -0.118
C4 -0.6711 -1.3433 0.3119  0.019
C5 0.0281 -0.0073 0.5338  -0.160
N1 0.7101 -0.6513 -0.7174  0.166
H1 -0.5348 1.7327 -0.7371  0.128
H2 -1.1904 1.8911 0.8438  0.131
H3 -0.3429 -2.3638 0.8273  0.200
H4 0.6986 0.1112 1.3259  0.128
H5 1.5956 -1.1713 -0.6039  0.161
H6 0.2215 -0.1839 -1.5353  0.172



# 3
Here is an isolated ion of composition C5H6N and charge +1 from the Open Molecules 2025 dataset. Energies are from the ωB97M-V functional and the def2-TZVPD basis.

Calculated values
2S+1: 1
HOMO-LUMO gap (alpha / beta), eV: 8.9 / 8.6
Calculated total energy, eV: -6757.7445
Net charge: +1
ΔE to the lowest compared entry with this formula, charge and spin, kJ/mol: 717.2

Last column: Löwdin charge in e.
Positions of all 12 atoms, in Å:
C1 0.1857 -1.7223 0.1219  0.133
C2 0.0881 -1.1792 1.2257  0.010
C3 0.7588 0.5129 -0.7887  -0.087
C4 -0.0290 -0.7445 -1.0482  -0.109
C5 -0.6345 0.4808 -0.1715  -0.096
N1 -0.4288 0.1752 1.3159  0.121
H1 1.7152 0.5827 -0.2166  0.145
H2 1.0181 1.2800 -1.5380  0.131
H3 -0.3765 -1.2352 -1.9766  0.154
H4 -1.4402 1.0531 -0.6750  0.170
H5 -1.2471 0.1009 1.9342  0.192
H6 0.3902 0.6956 1.8168  0.237



# 4
Here is a 2-piece molecular cluster, C5H6N overall from the Open Molecules 2025 dataset. Energies are from the ωB97M-V functional and the def2-TZVPD basis.

Calculated values
2S+1: 1
HOMO-LUMO gap, eV: 10.6
Calculated total energy, eV: -6759.9150
Net charge: +1
ΔE to the lowest compared entry with this formula, charge and spin, kJ/mol: 507.8

Last column: Löwdin charge in e.
Positions of all 12 atoms, in Å:
C1 2.9573 -0.5839 1.7153  0.077
C2 -0.3791 0.3201 -0.2562  -0.177
C3 0.7520 0.7851 -0.5391  0.272
C4 -1.7740 0.2741 -1.1075  0.055
C5 -1.5960 -0.4474 0.1594  -0.065
N1 2.2093 -0.1434 0.9614  0.116
H1 3.8264 -0.6814 2.2795  0.072
H2 1.4870 1.3171 -1.0892  0.095
H3 -2.3402 1.1214 -1.2519  0.099
H4 -1.2923 -0.2556 -1.9686  0.147
H5 -1.6937 -1.5918 0.0533  0.171
H6 -2.1567 -0.1143 1.0436  0.139



# 5
Here is a 2-piece molecular cluster, C5H6N overall from the Open Molecules 2025 dataset. Energies are from the ωB97M-V functional and the def2-TZVPD basis.

Calculated values
2S+1: 1
HOMO-LUMO gap (alpha / beta), eV: 7.3 / 8.1
Calculated total energy, eV: -6755.5217
Net charge: +1
ΔE to the lowest compared entry with this formula, charge and spin, kJ/mol: 931.6

Last column: Löwdin charge in e.
Positions of all 12 atoms, in Å:
C1 1.9158 -0.7013 0.0848  -0.062
C2 -2.6884 -0.1495 0.0062  0.358
C3 0.5925 1.2387 -0.0327  -0.113
C4 0.5490 -1.2354 -0.1362  0.041
C5 -0.0749 -0.0924 0.1171  0.074
N1 1.9057 0.5794 0.0410  0.085
H1 2.6970 -1.3859 0.2287  0.124
H2 -2.7240 0.9800 -0.3403  0.053
H3 -3.3670 -0.6337 0.7061  0.002
H4 0.4772 1.5972 -1.1416  0.193
H5 0.4616 1.9927 0.7764  0.151
H6 0.2554 -2.1899 -0.3094  0.094



# 6
Here is an isolated ion of composition C5H6N and charge +1 from the Open Molecules 2025 dataset. Energies are from the ωB97M-V functional and the def2-TZVPD basis.

Calculated values
2S+1: 1
HOMO-LUMO gap (alpha / beta), eV: 6.3 / 6.3
Calculated total energy, eV: -6759.8236
Net charge: +1
ΔE to the lowest compared entry with this formula, charge and spin, kJ/mol: 516.6

Last column: Löwdin charge in e.
Positions of all 12 atoms, in Å:
C1 -1.0940 1.9254 -0.2560  -0.195
C2 0.7784 0.2857 0.1354  -0.152
C3 0.1679 1.6745 -0.0960  -0.086
C4 0.1682 -1.0171 0.0740  0.130
C5 -0.0481 -2.2239 0.4235  0.124
N1 -2.2447 2.1327 -0.1731  0.249
H1 1.8564 0.1434 -0.2338  0.190
H2 1.1015 0.3370 1.1232  0.146
H3 1.0026 2.4129 -0.3536  0.150
H4 -0.2067 -2.9431 -0.3843  0.119
H5 -0.1631 -2.5588 1.5620  0.191
H6 -3.0864 2.1505 -0.7637  0.133



# 7
Here is an isolated ion of composition C5H6N and charge +1 from the Open Molecules 2025 dataset. Energies are from the ωB97M-V functional and the def2-TZVPD basis.

Calculated values
2S+1: 1
HOMO-LUMO gap, eV: 9.0
Calculated total energy, eV: -6760.9034
Net charge: +1
ΔE to the lowest compared entry with this formula, charge and spin, kJ/mol: 412.4

Last column: Löwdin charge in e.
Positions of all 12 atoms, in Å:
C1 -0.6126 -0.5958 1.4607  0.033
C2 -0.0167 0.5192 0.8261  -0.192
C3 0.1989 -0.6965 -1.5165  0.061
C4 -0.4164 0.0134 -0.5941  -0.173
C5 0.7543 1.6951 0.9945  0.228
N1 -1.3463 -1.5251 1.6979  0.311
H1 -0.0777 -0.5988 -2.6237  0.115
H2 1.2397 -1.1161 -1.4982  0.100
H3 -1.4658 0.3856 -0.6692  0.137
H4 1.1941 2.2220 0.1717  0.097
H5 0.9885 1.9574 2.0138  0.088
H6 -1.8744 -2.3623 1.3190  0.194



# 8
Here is C5H6N as an isolated structure from the Open Molecules 2025 dataset. Energies are from the ωB97M-V functional and the def2-TZVPD basis.

Calculated values
2S+1: 1
HOMO-LUMO gap, eV: 9.9
Calculated total energy, eV: -6758.5232
Net charge: +1
ΔE to the lowest compared entry with this formula, charge and spin, kJ/mol: 642.0

Last column: Löwdin charge in e.
Positions of all 12 atoms, in Å:
C1 0.8983 -0.1673 1.2391  -0.023
C2 -0.9904 -0.9780 0.1170  -0.023
C3 -0.1765 -0.3061 -1.0604  -0.150
C4 0.4473 -1.0120 0.1180  -0.036
C5 -0.5035 0.2103 0.9574  0.203
N1 -0.2844 1.1134 -0.7566  0.150
H1 1.3109 -0.4206 2.1724  0.127
H2 1.5216 0.6558 0.8892  0.131
H3 -1.7880 -1.6560 0.4044  0.154
H4 -0.0312 -0.7003 -2.0751  0.161
H5 0.6157 1.5402 -0.8574  0.133
H6 -1.0197 1.7205 -1.1480  0.172